The following is a quantum chemistry calculation of a structure of composition C6H11N at a distorted geometry, from the Open Molecules 2025 dataset.

charge = 0
E_LUMO (alpha / beta) = 0.1 / 0.1 eV
energy relative to the best compared isomer or geometry (same formula, charge and spin) = 122.1 kcal/mol
HOMO-LUMO gap (alpha / beta) = 8.6 / 8.4 eV
2S+1 = 1

Last column: Löwdin charge in e.
Positions of all 18 atoms, in Å:
C1 0.481 -1.815 -0.506  -0.136
C2 0.636 -0.361 -0.680  -0.042
C3 -0.831 -0.281 -0.161  -0.543
C4 2.417 0.925 0.484  0.056
C5 -1.916 0.402 -1.077  -0.023
C6 -0.938 0.147 1.278  -0.055
N1 -0.798 -1.818 -0.142  0.117
H1 1.284 -2.524 -0.574  0.092
H2 1.065 0.194 -1.520  0.082
H3 2.649 0.042 1.122  0.005
H4 1.799 1.711 0.932  -0.001
H5 3.165 0.986 -0.316  0.002
H6 -2.843 0.205 -0.621  0.045
H7 -1.910 -0.101 -2.092  0.096
H8 -1.640 1.496 -1.061  0.100
H9 -0.274 0.963 1.356  0.041
H10 -0.407 -0.491 1.982  0.090
H11 -1.939 0.321 1.596  0.074

The following is a quantum chemistry calculation of a cluster of 2 separate species, C2H2FN3S in total at a distorted geometry, from the Open Molecules 2025 dataset.

charge = 0
E_LUMO (alpha / beta) = -0.4 / -0.4 eV
energy relative to the best compared isomer or geometry (same formula, charge and spin) = 82.8 kcal/mol
HOMO-LUMO gap (alpha / beta) = 9.1 / 9.1 eV
2S+1 = 1

Last column: Löwdin charge in e.
Positions of all 9 atoms, in Å:
C1 1.121 -0.227 0.295  -0.097
C2 -2.025 0.202 -1.792  -0.914
N1 1.445 -0.452 1.421  -0.099
N2 -1.847 1.379 -1.822  0.099
N3 1.832 -1.132 2.333  0.087
F1 0.250 0.594 -0.267  0.032
S1 -2.174 -1.342 -1.965  0.705
H1 -1.253 1.883 -1.130  0.097
H2 2.650 -0.906 2.926  0.092

The following is a quantum chemistry calculation of a structure of composition C63H58N12PTi at a distorted geometry, from the Open Molecules 2025 dataset.

charge = -2
E_LUMO (alpha / beta) = 3.9 / 3.8 eV
energy relative to the best compared isomer or geometry (same formula, charge and spin) = 119.5 kcal/mol
HOMO-LUMO gap (alpha / beta) = 4.0 / 3.9 eV
2S+1 = 2

Last column: Löwdin charge in e.
Positions of all 135 atoms, in Å:
Ti1 -0.235 0.329 -0.418  0.948
C1 5.940 0.228 -2.347  -0.137
C2 6.150 -0.611 -1.242  -0.126
C3 5.094 -1.078 -0.493  -0.042
C4 3.806 -0.697 -0.864  -0.129
C5 2.519 -1.014 -0.345  -0.347
N1 2.322 -2.048 0.461  0.152
C6 1.121 -2.385 0.863  -0.277
C7 0.703 -3.692 1.185  -0.149
C8 1.378 -4.912 1.191  -0.044
C9 0.651 -6.065 1.397  -0.136
C10 -0.737 -6.020 1.596  -0.129
C11 -1.421 -4.824 1.605  -0.046
C12 -0.702 -3.642 1.419  -0.158
C13 -1.128 -2.306 1.264  -0.284
N2 -2.404 -2.001 1.162  0.196
C14 -2.964 -1.031 0.524  -0.263
N3 -2.267 0.009 -0.251  -0.065
C15 -3.304 0.494 -1.167  -0.246
N4 -3.097 0.933 -2.365  0.195
C16 -1.902 0.946 -2.945  -0.317
N5 -0.677 0.698 -2.346  0.033
C17 0.282 0.855 -3.314  -0.302
N6 1.596 0.819 -3.163  0.168
C18 2.166 0.309 -2.090  -0.347
N7 1.538 -0.327 -1.040  0.017
C19 3.587 0.150 -1.983  -0.131
C20 4.670 0.611 -2.724  -0.050
C21 -0.337 1.074 -4.588  -0.119
C22 0.154 1.094 -5.889  -0.044
C23 -0.748 1.202 -6.926  -0.137
C24 -2.126 1.286 -6.685  -0.132
C25 -2.634 1.253 -5.407  -0.045
C26 -1.734 1.140 -4.344  -0.121
C27 -4.572 0.166 -0.609  -0.111
C28 -5.858 0.578 -0.937  -0.032
C29 -6.918 0.067 -0.215  -0.119
C30 -6.714 -0.873 0.800  -0.110
C31 -5.449 -1.331 1.105  -0.038
C32 -4.364 -0.799 0.413  -0.115
N8 0.022 -1.461 0.976  -0.095
H1 6.799 0.576 -2.909  0.079
H2 7.166 -0.884 -0.982  0.083
H3 5.240 -1.728 0.361  0.097
H4 2.445 -4.931 1.011  0.103
H5 1.145 -7.031 1.386  0.079
H6 -1.276 -6.954 1.716  0.082
H7 -2.492 -4.786 1.733  0.099
H8 4.520 1.253 -3.580  0.101
H9 1.214 0.996 -6.075  0.100
H10 -0.399 1.194 -7.952  0.078
H11 -2.797 1.353 -7.533  0.081
H12 -3.698 1.274 -5.216  0.098
H13 -5.999 1.298 -1.729  0.103
H14 -7.924 0.402 -0.434  0.083
H15 -7.568 -1.238 1.357  0.087
H16 -5.295 -2.086 1.862  0.104
C33 -2.025 1.012 0.758  -0.143
C34 -2.749 1.810 1.405  0.033
C35 -3.410 2.497 2.386  -0.178
C36 -4.242 1.724 3.296  -0.168
C37 -5.335 2.311 3.956  -0.056
C38 -6.109 1.600 4.847  -0.110
C39 -5.846 0.263 5.102  -0.121
C40 -4.830 -0.359 4.394  -0.098
C41 -4.062 0.347 3.495  -0.051
C42 -3.332 3.934 2.546  -0.184
C43 -3.460 4.506 3.827  -0.072
C44 -3.485 5.870 4.014  -0.109
C45 -3.324 6.728 2.934  -0.130
C46 -3.091 6.184 1.678  -0.108
C47 -3.096 4.818 1.483  -0.029
H17 -5.594 3.340 3.745  0.108
H18 -6.936 2.091 5.348  0.090
H19 -6.445 -0.293 5.813  0.083
H20 -4.635 -1.413 4.543  0.101
H21 -3.316 -0.175 2.922  0.084
H22 -3.543 3.857 4.690  0.109
H23 -3.633 6.276 5.010  0.093
H24 -3.371 7.801 3.073  0.084
H25 -2.923 6.845 0.836  0.093
H26 -2.944 4.418 0.490  0.102
C48 3.573 -1.779 3.215  -0.110
C49 2.926 -0.442 3.589  -0.534
C50 3.461 -0.059 4.982  -0.089
C51 3.403 0.569 2.548  -0.103
P1 0.933 -0.394 3.383  1.132
N9 0.304 -0.385 1.912  -0.146
C52 0.444 1.388 3.944  -0.553
C53 -1.028 1.318 4.328  -0.088
C54 1.206 2.048 5.094  -0.084
C55 0.524 2.344 2.756  -0.092
C56 0.197 -1.695 4.669  -0.546
C57 0.519 -1.371 6.128  -0.092
C58 -1.322 -1.804 4.525  -0.093
C59 0.756 -3.090 4.359  -0.068
H27 4.623 -1.592 2.988  0.080
H28 3.125 -2.215 2.326  0.046
H29 3.551 -2.485 4.041  0.063
H30 4.166 -0.811 5.332  0.075
H31 2.684 0.029 5.727  0.031
H32 3.997 0.886 4.946  0.074
H33 4.478 0.465 2.391  0.089
H34 3.212 1.597 2.842  0.060
H35 2.908 0.377 1.596  0.044
H36 -1.181 0.890 5.313  0.074
H37 -1.564 0.737 3.589  0.049
H38 -1.457 2.317 4.331  0.084
H39 1.159 1.494 6.027  0.060
H40 0.738 3.017 5.273  0.088
H41 2.244 2.231 4.844  0.061
H42 -0.074 1.965 1.929  0.029
H43 1.537 2.512 2.406  0.056
H44 0.113 3.309 3.054  0.096
H45 0.268 -0.347 6.387  0.053
H46 1.565 -1.559 6.354  0.068
H47 -0.078 -2.024 6.767  0.086
H48 -1.861 -1.048 5.082  0.058
H49 -1.631 -2.775 4.908  0.092
H50 -1.629 -1.759 3.486  0.053
H51 1.764 -3.070 3.971  0.042
H52 0.135 -3.596 3.627  0.065
H53 0.754 -3.688 5.272  0.089
N10 3.625 3.983 -0.620  0.117
C60 2.254 3.721 -0.634  -0.359
C61 1.789 2.473 -0.284  -0.046
N11 0.461 2.137 -0.339  -0.040
C62 -0.352 3.194 -0.663  -0.095
C63 0.136 4.442 -0.923  -0.109
N12 1.447 4.751 -0.948  0.125
H54 4.174 3.175 -0.883  0.081
H55 3.841 4.792 -1.187  0.083
H56 2.505 1.721 0.020  0.108
H57 -1.417 2.992 -0.709  0.097
H58 -0.535 5.260 -1.158  0.105

The following is a quantum chemistry calculation of a cluster of 5 separate species, C4H18N4O6 in total at a distorted geometry, from the Open Molecules 2025 dataset.

charge = 0
SMILES string = NC(N)=O.NC(N)=O.OCCO.O.O
E_LUMO = 0.1 eV
energy relative to the best compared isomer or geometry (same formula, charge and spin) = 0.0 kcal/mol
HOMO-LUMO gap = 9.7 eV
2S+1 = 1

Last column: Löwdin charge in e.
Positions of all 32 atoms, in Å:
C1 -0.632 2.249 1.590  -0.646
O1 0.353 2.163 0.850  -0.007
N1 -1.851 1.713 1.243  0.173
N2 -0.631 3.003 2.716  0.162
H1 -2.646 1.728 1.848  0.097
H2 -1.913 1.223 0.367  0.074
H3 -1.394 2.892 3.354  0.096
H4 0.136 3.618 2.903  0.109
C2 3.961 0.011 -2.076  -0.678
O2 4.734 -0.891 -1.751  0.012
N3 2.871 0.341 -1.325  0.160
N4 4.176 0.794 -3.176  0.140
H5 2.128 0.946 -1.607  0.092
H6 2.743 -0.287 -0.546  0.082
H7 5.083 0.723 -3.600  0.100
H8 3.510 1.442 -3.541  0.086
C3 -2.260 -1.536 0.071  -0.217
C4 -3.723 -1.506 -0.347  -0.235
O3 -4.250 -0.184 -0.321  -0.067
O4 -1.442 -0.832 -0.901  -0.098
H9 -1.882 -2.558 0.177  0.127
H10 -2.100 -1.023 1.017  0.108
H11 -4.230 -2.056 0.452  0.124
H12 -3.967 -1.944 -1.318  0.124
H13 -3.981 0.273 -1.124  0.085
H14 -1.685 -1.205 -1.756  0.096
O5 2.487 -3.067 1.477  -0.071
H15 1.586 -2.726 1.442  0.000
H16 3.033 -2.287 1.341  0.021
O6 0.716 -0.642 1.073  -0.063
H17 0.037 -0.651 0.385  -0.003
H18 1.033 0.276 1.084  0.015

Look up the charge of the second one. 0